The following is a DFT calculation (the ωB97M-V functional and the def2-TZVPD basis) of 9 unconnected molecules or ions with the total composition C45H69F4NO30P.

Cartesian coordinates (Å):
C  -5.10  1.57  -5.45
C  -4.93  2.36  -4.15
C  -4.88  1.43  -2.92
C  -3.55  1.49  -2.12
C  -2.90  0.10  -1.94
C  -2.45  -0.36  -0.53
C  -2.90  -1.87  -0.46
C  -4.36  -2.25  -0.16
C  -4.67  -2.65  1.29
F  -5.28  -1.33  -0.65
C  -0.89  -0.43  -0.47
C  -0.11  0.76  -1.09
C  1.00  1.40  -0.24
C  2.45  1.18  -0.66
F  2.64  0.96  -1.99
F  3.02  0.16  0.05
F  3.15  2.32  -0.35
C  -0.27  -1.70  -1.08
O  1.13  -1.56  -1.24
C  1.73  -2.74  -1.66
C  2.14  -2.73  -3.11
O  1.89  -3.68  -0.91
N  -0.74  -0.60  1.02
C  0.39  -1.20  1.71
O  0.11  -2.57  1.93
O  1.40  -3.20  1.97
C  -1.75  -0.16  1.69
C  -1.94  -0.23  3.14
C  -2.72  0.50  0.73
C  -2.14  1.98  0.75
P  -4.46  0.60  1.44
O  -4.40  1.57  2.76
O  -5.25  1.45  0.32
H  -4.26  0.89  -5.58
H  -6.03  1.02  -5.41
H  -5.17  2.26  -6.28
H  -4.08  3.03  -4.18
H  -5.81  3.00  -4.05
H  -5.67  1.77  -2.25
H  -5.14  0.41  -3.18
H  -3.76  2.02  -1.21
H  -2.88  2.11  -2.71
H  -2.08  0.04  -2.65
H  -3.62  -0.61  -2.33
H  -2.33  -2.43  0.27
H  -2.68  -2.29  -1.43
H  -4.52  -3.16  -0.72
H  -5.39  -1.97  1.72
H  -3.77  -2.68  1.89
H  -5.13  -3.63  1.30
H  -0.84  1.54  -1.27
H  0.24  0.51  -2.08
H  0.86  2.47  -0.27
H  0.95  1.14  0.81
H  -0.47  -2.60  -0.51
H  -0.73  -1.86  -2.06
H  2.30  -1.71  -3.43
H  1.35  -3.20  -3.68
H  3.06  -3.30  -3.18
H  0.57  -0.70  2.66
H  1.30  -1.12  1.15
H  1.30  -3.93  1.35
H  -1.30  -0.96  3.61
H  -1.81  0.75  3.58
H  -2.97  -0.52  3.33
H  -2.14  2.45  -0.23
H  -2.69  2.63  1.43
H  -1.11  2.00  1.10
H  -4.27  2.51  2.57
H  -6.14  1.12  0.19
C  4.36  -0.14  2.77
C  4.72  -0.81  4.07
O  3.62  -0.40  4.92
C  2.58  -0.10  4.14
O  1.46  0.10  4.52
O  2.93  -0.06  2.84
H  4.68  -0.71  1.90
H  4.77  0.87  2.69
H  4.71  -1.89  3.99
H  5.66  -0.48  4.47
C  7.68  2.81  7.28
C  6.86  1.63  7.70
O  6.08  1.35  6.52
C  6.76  1.86  5.46
O  6.47  1.65  4.32
O  7.80  2.62  5.86
H  8.66  2.83  7.75
H  7.18  3.76  7.46
H  7.46  0.76  7.93
H  6.21  1.85  8.54
C  7.58  0.79  -0.07
C  8.75  1.31  0.75
O  8.45  0.83  2.06
C  7.64  -0.24  1.94
O  7.35  -0.96  2.84
O  7.21  -0.39  0.67
H  7.85  0.55  -1.09
H  6.74  1.48  -0.07
H  9.70  0.89  0.43
H  8.82  2.40  0.74
C  -7.04  -3.49  -5.01
C  -6.72  -4.58  -4.01
O  -5.40  -4.20  -3.56
C  -5.26  -2.88  -3.77
O  -4.35  -2.23  -3.36
O  -6.27  -2.38  -4.50
H  -8.10  -3.24  -5.04
H  -6.70  -3.72  -6.01
H  -7.39  -4.58  -3.15
H  -6.70  -5.57  -4.45
C  -10.00  2.92  1.08
C  -8.70  3.09  0.33
O  -8.57  1.83  -0.35
C  -9.82  1.30  -0.48
O  -10.07  0.35  -1.14
O  -10.72  2.01  0.25
H  -10.55  3.85  1.19
H  -9.87  2.47  2.07
H  -8.74  3.89  -0.41
H  -7.85  3.25  0.99
C  10.63  1.19  9.91
C  11.01  0.78  11.32
O  10.19  1.63  12.12
C  9.12  2.01  11.38
O  8.17  2.58  11.79
O  9.28  1.64  10.08
H  10.68  0.37  9.20
H  11.24  2.02  9.54
H  10.76  -0.26  11.53
H  12.06  0.94  11.54
C  -5.63  -1.94  -9.75
C  -6.35  -0.94  -8.86
O  -7.66  -1.50  -8.78
C  -7.58  -2.83  -9.04
O  -8.46  -3.61  -8.88
O  -6.34  -3.15  -9.49
H  -4.58  -2.05  -9.51
H  -5.73  -1.69  -10.81
H  -5.92  -0.90  -7.86
H  -6.38  0.06  -9.27
C  5.73  0.62  -5.57
C  5.24  -0.10  -4.33
O  6.27  0.20  -3.38
C  6.90  1.34  -3.77
O  7.68  1.93  -3.11
O  6.50  1.70  -5.01
H  4.93  1.01  -6.19
H  6.39  0.00  -6.18
H  4.30  0.31  -3.96
H  5.15  -1.17  -4.46

Values from the calculation:
E_HOMO = -11.073 eV
HOMO-LUMO gap = 8.42 eV
Charge = +1


The following is a DFT calculation (the ωB97M-V functional and the def2-TZVPD basis) of a single C18H22N8O3 molecule.

Cartesian coordinates (Å):
C  -1.52  1.68  1.89
C  -1.73  0.17  1.97
C  -2.48  -0.16  3.28
O  -1.81  0.27  4.43
C  -2.64  -0.35  0.84
N  -2.39  0.10  -0.53
C  -1.22  0.29  -1.17
O  -0.12  0.41  -0.65
C  -1.32  0.31  -2.66
C  -0.18  0.15  -3.36
N  -0.28  0.12  -4.73
C  0.61  -0.02  -5.75
N  -0.03  0.03  -6.89
N  -1.35  0.20  -6.66
C  -1.50  0.25  -5.36
C  -2.66  0.39  -4.53
N  -2.57  0.40  -3.24
N  -0.43  -0.51  1.88
C  0.18  -1.39  2.69
O  -0.21  -1.76  3.79
C  1.49  -1.98  2.16
C  1.96  -1.55  0.81
C  1.74  -2.07  -0.43
N  2.35  -1.31  -1.40
C  2.92  -0.33  -0.75
N  2.72  -0.41  0.59
C  3.34  0.42  1.58
C  3.28  1.91  1.39
C  2.49  1.26  2.49
H  -2.48  2.19  1.79
H  -1.04  2.02  2.81
H  -0.90  1.95  1.04
H  -3.43  0.38  3.24
H  -2.70  -1.23  3.32
H  -1.14  -0.41  4.59
H  -2.61  -1.44  0.87
H  -3.66  -0.04  1.07
H  -3.18  0.05  -1.16
H  0.79  0.01  -2.90
H  1.66  -0.15  -5.61
H  -3.63  0.46  -5.00
H  0.02  -0.32  0.99
H  2.24  -1.77  2.93
H  1.35  -3.06  2.16
H  1.18  -2.96  -0.68
H  3.51  0.47  -1.18
H  4.26  0.01  1.99
H  4.16  2.48  1.64
H  2.72  2.26  0.54
H  1.42  1.20  2.37
H  2.84  1.38  3.51

Values from the calculation:
E_HOMO = -8.797 eV
SMILES string = C[C@@](CO)(CNC(=O)c1cn2cnnc2cn1)NC(=O)Cc1cncn1C1CC1
HOMO-LUMO gap = 8.53 eV
Charge = 0
Energy relative to the best compared isomer or geometry (same formula, charge and spin) = 0.341 eV


The following is a DFT calculation (the ωB97M-V functional and the def2-TZVPD basis) of a molecular structure, C3H7N5.

Cartesian coordinates (Å):
C  -1.08  -0.08  0.13
C  0.80  1.51  0.03
C  0.72  -1.59  -0.22
H  -2.67  -1.24  0.12
H  -2.61  0.35  -1.08
H  -0.97  1.72  0.95
H  0.54  2.79  0.27
H  2.36  1.49  -0.64
H  1.29  -2.39  -1.03
H  2.16  -1.84  1.13
N  -2.47  -0.07  0.11
N  -0.43  1.00  0.44
N  1.66  0.73  -0.62
N  -0.56  -1.15  -0.57
N  1.25  -1.22  0.97

Values from the calculation:
E_HOMO = -8.370 eV
HOMO-LUMO gap = 8.54 eV
Charge = 0
Energy relative to the best compared isomer or geometry (same formula, charge and spin) = 5.200 eV


The following is a DFT calculation (the ωB97M-V functional and the def2-TZVPD basis) of a single C2H2O2S2 molecule.

Cartesian coordinates (Å):
C  0.30  0.22  -0.66
C  0.44  -1.23  -0.34
O  -1.56  1.85  0.35
O  0.68  2.04  1.28
S  -0.93  -0.77  -1.30
S  -0.36  1.22  0.75
H  1.24  -1.77  -0.74
H  0.20  -1.55  0.67

Values from the calculation:
E_HOMO (spin up / spin down) = -9.583 / -9.547 eV
SMILES string = O=S(=O)=C1CS1
HOMO-LUMO gap (spin up / spin down) = 7.40 / 7.37 eV
Charge = 0
Energy relative to the best compared isomer or geometry (same formula, charge and spin) = 3.923 eV


The following is a DFT calculation (the ωB97M-V functional and the def2-TZVPD basis) of 11 unconnected molecules or ions with the total composition C75H170BrN12O6.

Cartesian coordinates (Å):
C  -0.14  3.48  -2.96
O  0.14  4.67  -2.18
C  1.38  4.70  -1.49
C  1.25  5.87  -0.46
N  0.64  7.17  -1.09
H  0.11  7.05  -1.94
H  -0.04  7.44  -0.39
C  1.53  8.26  -1.67
C  0.60  9.39  -2.19
O  -0.33  8.92  -3.06
C  -1.26  9.80  -3.59
H  -0.41  2.60  -2.38
H  0.73  3.18  -3.55
H  -0.93  3.68  -3.68
H  2.14  4.76  -2.28
H  1.60  3.80  -0.92
H  2.28  6.16  -0.23
H  0.69  5.77  0.47
H  2.27  7.99  -2.42
H  2.05  8.63  -0.79
H  1.20  10.10  -2.76
H  0.09  9.89  -1.36
H  -2.02  9.34  -4.22
H  -0.78  10.55  -4.22
H  -1.74  10.38  -2.80
C  3.69  -3.51  -7.65
O  2.86  -3.03  -6.65
C  2.40  -4.04  -5.81
C  1.84  -3.39  -4.57
N  2.93  -2.56  -3.83
H  3.44  -2.05  -4.54
H  2.36  -1.94  -3.28
C  4.11  -3.11  -2.97
C  5.41  -3.11  -3.80
O  5.63  -1.91  -4.52
C  5.95  -0.75  -3.85
H  4.51  -4.11  -7.26
H  4.08  -2.75  -8.33
H  3.15  -4.23  -8.27
H  3.15  -4.82  -5.67
H  1.45  -4.37  -6.22
H  1.49  -4.15  -3.87
H  0.90  -2.89  -4.83
H  3.73  -4.08  -2.64
H  4.14  -2.37  -2.17
H  5.34  -3.92  -4.52
H  6.27  -3.35  -3.17
H  7.00  -0.67  -3.56
H  5.32  -0.55  -2.98
H  5.84  0.06  -4.57
C  -6.04  -3.01  -7.00
O  -5.02  -2.66  -6.08
C  -5.19  -1.43  -5.29
C  -4.16  -1.30  -4.20
N  -2.74  -1.42  -4.68
H  -2.11  -1.86  -4.01
H  -2.71  -2.14  -5.39
C  -2.08  -0.08  -5.12
C  -0.67  -0.32  -5.55
O  -0.60  -1.46  -6.46
C  -0.64  -1.26  -7.86
H  -5.71  -3.80  -7.68
H  -6.16  -2.16  -7.67
H  -6.94  -3.29  -6.45
H  -6.21  -1.32  -4.92
H  -5.18  -0.54  -5.91
H  -4.24  -2.13  -3.50
H  -4.21  -0.40  -3.59
H  -2.01  0.56  -4.24
H  -2.77  0.27  -5.88
H  -0.04  -0.63  -4.71
H  -0.04  0.50  -5.90
H  -1.42  -0.55  -8.15
H  -0.98  -2.22  -8.24
H  0.35  -0.93  -8.16
C  -12.18  1.60  1.04
C  -10.97  1.60  0.02
N  -9.87  0.83  0.55
C  -9.72  -0.54  0.68
C  -8.55  -0.84  1.33
N  -8.00  0.42  1.61
C  -8.84  1.46  1.17
C  -6.77  0.65  2.39
H  -12.81  0.76  0.76
H  -12.89  2.42  0.99
H  -11.82  1.62  2.07
H  -10.61  2.62  -0.16
H  -11.23  1.19  -0.95
H  -10.51  -1.23  0.39
H  -8.06  -1.72  1.71
H  -8.66  2.52  1.22
H  -6.71  1.73  2.46
H  -5.94  0.28  1.78
H  -6.82  0.16  3.36
C  -2.58  -6.68  0.74
C  -1.52  -5.70  1.29
N  -2.10  -4.63  2.14
C  -1.63  -4.12  3.28
C  -2.60  -3.24  3.87
N  -3.72  -3.27  3.07
C  -3.34  -4.12  2.00
C  -5.02  -2.64  3.24
H  -3.21  -7.19  1.47
H  -1.94  -7.32  0.13
H  -3.20  -6.14  0.02
H  -0.81  -5.29  0.57
H  -0.86  -6.30  1.91
H  -0.65  -4.42  3.63
H  -2.52  -2.62  4.75
H  -4.04  -4.30  1.20
H  -5.87  -3.31  3.38
H  -5.20  -1.91  2.45
H  -4.96  -2.17  4.22
C  11.32  2.97  1.17
C  10.25  2.05  0.48
C  8.87  2.67  0.55
C  7.77  1.69  -0.04
N  6.36  2.34  -0.09
C  5.40  1.23  -0.41
C  4.55  0.98  0.76
C  4.53  2.37  1.44
C  5.93  2.82  1.39
C  6.30  3.48  -1.12
H  11.39  2.90  2.26
H  11.35  3.96  0.70
H  12.33  2.61  0.96
H  10.33  1.10  1.01
H  10.51  1.98  -0.57
H  8.91  3.68  0.14
H  8.56  2.77  1.59
H  7.69  0.84  0.63
H  8.01  1.37  -1.05
H  4.86  1.70  -1.23
H  5.90  0.41  -0.93
H  3.54  0.66  0.52
H  5.02  0.28  1.46
H  3.90  3.02  0.83
H  4.15  2.36  2.46
H  6.19  3.87  1.54
H  6.41  2.25  2.18
H  6.38  3.12  -2.15
H  7.03  4.27  -0.94
H  5.33  3.90  -0.87
C  1.95  -2.72  -0.15
C  0.51  -2.45  0.21
C  0.31  -1.18  1.04
C  -1.16  -0.87  1.26
N  -1.93  0.07  0.26
C  -3.40  0.18  0.65
C  -3.64  1.69  0.87
C  -2.23  2.26  1.26
C  -1.37  1.51  0.20
C  -1.93  -0.45  -1.19
H  2.47  -1.85  -0.54
H  2.15  -3.55  -0.82
H  2.44  -2.92  0.81
H  0.04  -3.32  0.67
H  -0.03  -2.27  -0.72
H  0.89  -0.40  0.55
H  0.69  -1.58  1.97
H  -1.30  -0.37  2.22
H  -1.71  -1.81  1.25
H  -4.09  -0.12  -0.13
H  -3.51  -0.45  1.54
H  -4.01  2.15  -0.05
H  -4.30  1.85  1.72
H  -2.18  3.35  1.16
H  -2.01  1.92  2.27
H  -1.63  1.91  -0.78
H  -0.28  1.51  0.30
H  -2.47  -1.39  -1.28
H  -0.92  -0.45  -1.60
H  -2.47  0.22  -1.86
C  3.01  1.23  11.28
C  3.86  0.71  10.15
C  3.27  -0.55  9.54
C  2.04  -0.06  8.68
N  1.31  -1.34  7.99
C  2.06  -2.32  7.01
C  1.37  -2.09  5.62
C  0.70  -0.75  5.62
C  0.27  -0.66  7.01
C  0.49  -2.08  9.08
H  2.08  1.66  10.91
H  3.54  2.06  11.75
H  2.78  0.56  12.11
H  4.80  0.41  10.61
H  4.17  1.49  9.47
H  3.01  -1.31  10.27
H  3.98  -1.05  8.87
H  2.33  0.53  7.81
H  1.24  0.46  9.22
H  2.09  -3.35  7.38
H  3.11  -2.03  6.94
H  0.77  -2.96  5.33
H  2.18  -1.95  4.89
H  -0.10  -0.77  4.88
H  1.36  0.07  5.36
H  -0.69  -1.18  7.04
H  0.14  0.36  7.38
H  1.18  -2.73  9.62
H  -0.21  -2.82  8.70
H  0.07  -1.36  9.78
C  -10.56  4.61  -2.44
C  -9.20  4.73  -3.14
C  -8.23  5.50  -2.26
C  -6.81  5.77  -2.82
N  -5.81  6.22  -1.73
C  -4.40  6.23  -2.32
C  -3.38  5.55  -1.34
C  -4.17  5.39  -0.03
C  -5.64  5.17  -0.66
C  -6.17  7.65  -1.11
H  -11.07  5.53  -2.74
H  -10.52  4.72  -1.36
H  -11.16  3.72  -2.61
H  -9.42  5.15  -4.13
H  -8.74  3.75  -3.14
H  -8.25  5.09  -1.25
H  -8.55  6.54  -2.15
H  -6.78  6.52  -3.61
H  -6.49  4.82  -3.24
H  -4.18  7.30  -2.41
H  -4.37  5.85  -3.35
H  -2.46  6.11  -1.18
H  -3.15  4.54  -1.70
H  -4.16  6.35  0.48
H  -3.87  4.61  0.67
H  -6.39  5.33  0.11
H  -5.84  4.24  -1.18
H  -5.27  7.94  -0.57
H  -7.04  7.57  -0.47
H  -6.34  8.33  -1.95
C  8.63  -5.71  3.15
C  7.40  -6.54  3.53
C  6.76  -7.23  2.30
C  5.77  -6.34  1.54
N  5.00  -7.05  0.41
C  4.05  -8.16  0.98
C  2.80  -8.08  0.18
C  2.53  -6.62  -0.01
C  3.97  -6.05  -0.26
C  5.88  -7.69  -0.65
H  9.11  -5.10  3.92
H  8.44  -5.04  2.31
H  9.36  -6.32  2.62
H  6.62  -5.95  4.02
H  7.61  -7.30  4.28
H  6.15  -8.09  2.57
H  7.55  -7.66  1.68
H  6.32  -5.56  1.02
H  5.02  -5.93  2.22
H  4.54  -9.14  0.90
H  3.78  -7.96  2.01
H  2.91  -8.50  -0.82
H  1.92  -8.59  0.58
H  1.88  -6.33  -0.83
H  2.03  -6.21  0.87
H  4.25  -6.10  -1.32
H  4.16  -5.04  0.09
H  5.23  -8.35  -1.22
H  6.57  -8.34  -0.11
H  6.45  -6.96  -1.24
Br  1.74  0.30  -2.60

Values from the calculation:
E_HOMO = -23.038 eV
HOMO-LUMO gap = 6.92 eV
Charge = +9


The following is a DFT calculation (the ωB97M-V functional and the def2-TZVPD basis) of 2 unconnected molecules or ions with the total composition CH6S.

Cartesian coordinates (Å):
S  -1.56  -3.12  -0.87
H  -0.36  -2.53  -0.77
H  -0.91  -4.09  -0.20
C  0.58  1.95  0.36
H  1.34  1.21  0.57
H  -0.09  1.55  -0.39
H  0.04  2.12  1.29
H  0.97  2.91  0.02

Values from the calculation:
E_HOMO = -9.818 eV
SMILES string = C.S
HOMO-LUMO gap = 10.66 eV
Charge = 0
Energy relative to the best compared isomer or geometry (same formula, charge and spin) = 0.130 eV


no.,electronic energy (a.u.)
1,-4808.6912
2,-1362.8995
3,-392.1080
4,-1024.1185
5,-6637.9241
6,-439.8610